(1)
Formula: C4H4N2S2
Source: the Open Molecules 2025 dataset
Level of theory: ωB97M-V with the def2-TZVPD basis set

E_HOMO ... -8.634 eV
Charge ... 0
Energy relative to the best compared isomer or geometry (same formula, charge and spin) ... 1.8601 eV
Orbital gap ... 7.89 eV
LUMO energy ... -0.745 eV

Positions of all 12 atoms, in Å:
C (-1.351, 1.662, 0.214)
C (-0.560, 0.606, 0.023)
C (1.650, -0.055, -0.164)
C (-1.069, -0.787, -0.063)
H (-2.394, 1.563, 0.516)
H (-0.914, 2.646, 0.053)
H (2.714, 0.179, -0.280)
H (2.250, -1.989, -0.015)
N (0.785, 0.855, -0.378)
N (1.526, -1.328, 0.236)
S (0.003, -2.148, -0.002)
S (-2.639, -1.203, -0.141)



(2)
Formula: C4H4N2S2
Source: the Open Molecules 2025 dataset
Level of theory: ωB97M-V with the def2-TZVPD basis set

E_HOMO ... -7.891 eV
Charge ... 0
Energy relative to the best compared isomer or geometry (same formula, charge and spin) ... 4.2711 eV
Orbital gap ... 7.74 eV
LUMO energy ... -0.147 eV

Positions of all 12 atoms, in Å:
C (0.284, -1.643, 0.083)
C (1.441, -1.071, -0.462)
C (-1.595, 1.225, -0.517)
C (0.435, 1.239, 0.517)
N (-0.549, 1.731, -0.174)
N (-0.646, -0.890, 0.735)
S (1.962, 0.487, -0.052)
S (-2.049, -0.425, -0.077)
H (0.116, -2.660, 0.194)
H (2.167, -1.649, -0.848)
H (-2.228, 1.954, -0.939)
H (0.663, 1.703, 1.539)



What is the orbital gap in the first record? 7.89 eV



Repeat the first record exactly.
Formula: C4H4N2S2
Source: the Open Molecules 2025 dataset
Level of theory: ωB97M-V with the def2-TZVPD basis set

E_HOMO ... -8.634 eV
Charge ... 0
Energy relative to the best compared isomer or geometry (same formula, charge and spin) ... 1.8601 eV
Orbital gap ... 7.89 eV
LUMO energy ... -0.745 eV

Positions of all 12 atoms, in Å:
C (-1.351, 1.662, 0.214)
C (-0.560, 0.606, 0.023)
C (1.650, -0.055, -0.164)
C (-1.069, -0.787, -0.063)
H (-2.394, 1.563, 0.516)
H (-0.914, 2.646, 0.053)
H (2.714, 0.179, -0.280)
H (2.250, -1.989, -0.015)
N (0.785, 0.855, -0.378)
N (1.526, -1.328, 0.236)
S (0.003, -2.148, -0.002)
S (-2.639, -1.203, -0.141)



Which value of charge does entry 2 give? 0